Record 1
{
  "formula": "C32H28N6Ti",
  "method": "wB97M-V/def2-TZVPD",
  "species": ["Ti", "N", "N", "N", "N", "N", "N", "C", "C", "C", "C", "C", "C", "C", "C", "C", "C", "C", "C", "C", "C", "C", "C", "C", "C", "C", "C", "C", "C", "C", "C", "C", "C", "C", "C", "C", "C", "C", "C", "H", "H", "H", "H", "H", "H", "H", "H", "H", "H", "H", "H", "H", "H", "H", "H", "H", "H", "H", "H", "H", "H", "H", "H", "H", "H", "H", "H"],
  "coordinates": [[0.06425, 0.87825, 0.35222], [2.81854, -0.72190, 0.45949], [-0.60593, -0.80303, 1.64914], [-2.32415, 0.42829, -1.54823], [0.55618, -0.11483, -1.45432], [-1.99352, 0.99436, -0.35655], [2.15527, 0.39753, 0.86445], [-3.09843, 0.95558, 0.37600], [2.81765, 0.86589, 1.91119], [3.89096, -0.92234, 1.26473], [-1.70842, 0.35323, 5.07590], [-1.12435, -0.67800, 3.02327], [2.46073, -1.51364, -0.71044], [-3.61733, 0.04999, -1.55259], [-0.75755, 1.89370, 3.33594], [-2.08718, -1.99297, 4.83106], [3.92740, 0.07089, 2.20841], [0.08200, 3.41456, 1.69034], [-1.57332, -1.88774, 3.55772], [3.94057, -4.72658, -2.13819], [-2.15065, -0.84292, 5.60165], [-0.28242, 2.09545, 2.03167], [0.63213, 0.60698, -3.78338], [2.00739, -3.23753, -2.84432], [3.05160, -3.52475, -1.97657], [-1.18165, 0.50862, 3.77851], [1.22053, -2.12390, -2.65319], [3.24299, -2.64903, -0.92141], [0.03664, 1.05746, -4.94433], [-4.15880, 0.36386, -0.32826], [-1.33496, 1.29427, -5.00489], [-0.09652, 0.32563, -2.61835], [1.40646, -1.20063, -1.60425], [0.00768, 4.47839, 2.56924], [-0.84093, 2.97228, 4.23167], [-1.47052, 0.58827, -2.68831], [-0.46100, 4.24932, 3.86018], [-1.98242, 1.81640, -6.25787], [-2.06607, 1.07177, -3.84936], [0.65216, 1.24849, -5.81597], [-1.25503, 1.88417, -7.06664], [3.73257, -5.25197, -3.07027], [-1.50589, -2.77096, 2.93108], [-0.53383, 5.05921, 4.57502], [-3.12453, 1.30479, -3.83456], [0.40579, -1.94059, -3.34031], [4.05228, -2.87672, -0.24639], [-1.31144, -1.31965, 1.12767], [3.80590, -5.44384, -1.32538], [-1.19730, 2.84870, 5.24388], [-2.54434, -0.86888, 6.60961], [2.43129, 1.74663, 2.39957], [-5.16197, 0.18222, 0.01376], [-1.78030, 1.22242, 5.70815], [-4.04162, -0.41794, -2.42487], [4.99470, -4.44259, -2.14928], [4.56186, -1.74492, 1.11986], [-2.79276, 1.16974, -6.59920], [1.70175, 0.43975, -3.75122], [0.30276, 5.47694, 2.26642], [1.79635, -3.89781, -3.67815], [0.45304, 3.64104, 0.68533], [-2.40233, 2.81372, -6.11166], [0.18829, -1.43900, 1.70055], [4.64573, 0.19765, 2.99830], [-3.04791, 1.33526, 1.38573], [-2.42807, -2.94700, 5.21101]],
  "atomic_forces_ev_per_a": [[0.323, -0.262, -0.260], [-0.106, 0.234, -0.314], [-0.042, -0.029, 0.272], [0.228, 0.271, 0.038], [-0.238, -0.141, -0.208], [-0.338, -0.204, -0.425], [-0.040, -0.522, -0.159], [0.062, 0.022, 0.204], [-0.098, 0.209, 0.064], [0.102, -0.122, -0.063], [-0.011, 0.002, -0.015], [0.018, -0.041, -0.099], [0.149, 0.103, 0.400], [-0.118, -0.112, -0.110], [-0.063, -0.447, 0.042], [-0.029, -0.058, 0.034], [-0.096, -0.001, -0.058], [0.011, 0.021, 0.121], [0.009, 0.037, -0.028], [0.044, -0.095, -0.054], [0.033, 0.066, -0.036], [-0.031, 0.591, 0.260], [-0.004, -0.025, -0.079], [-0.051, -0.030, -0.056], [0.037, 0.099, 0.132], [0.016, 0.246, 0.044], [-0.012, -0.050, -0.025], [-0.080, -0.068, -0.095], [0.038, -0.013, 0.078], [0.146, 0.012, 0.003], [0.017, -0.021, 0.014], [0.273, -0.013, 0.142], [-0.006, 0.208, 0.162], [-0.013, 0.083, 0.115], [0.021, 0.017, -0.016], [-0.170, -0.007, 0.178], [0.004, -0.050, -0.051], [-0.033, 0.039, -0.089], [0.029, 0.072, -0.113], [-0.010, 0.004, -0.003], [-0.001, -0.002, 0.010], [-0.025, 0.038, -0.008], [-0.008, -0.018, 0.016], [0.007, 0.009, -0.014], [-0.004, -0.011, 0.018], [0.008, -0.011, 0.009], [0.008, -0.019, 0.051], [0.002, 0.036, -0.079], [-0.019, 0.029, 0.015], [0.008, 0.012, 0.003], [-0.001, -0.019, -0.006], [0.065, -0.017, 0.054], [0.005, 0.001, -0.010], [-0.028, -0.022, 0.032], [-0.038, 0.018, 0.025], [-0.006, 0.003, 0.000], [0.067, 0.026, 0.027], [0.000, -0.021, 0.043], [-0.003, 0.004, -0.032], [0.002, -0.014, -0.013], [0.006, 0.000, 0.005], [-0.018, -0.085, -0.054], [0.003, -0.011, 0.040], [0.085, 0.070, -0.052], [0.006, -0.010, -0.013], [-0.098, -0.019, -0.008], [0.005, 0.006, -0.005]],
  "energy_ev": -65693.97557,
  "multiplicity": 3,
  "e_lumo_ha": [0.02002, 0.01979],
  "orbital_gap_ev": [5.75, 7.50]
}

***

Record 2
{
  "formula": "C15H41NO6",
  "method": "wB97M-V/def2-TZVPD",
  "species": ["O", "O", "O", "O", "O", "O", "N", "C", "C", "C", "C", "C", "C", "C", "C", "C", "C", "C", "C", "C", "C", "C", "H", "H", "H", "H", "H", "H", "H", "H", "H", "H", "H", "H", "H", "H", "H", "H", "H", "H", "H", "H", "H", "H", "H", "H", "H", "H", "H", "H", "H", "H", "H", "H", "H", "H", "H", "H", "H", "H", "H", "H", "H"],
  "coordinates": [[-0.98590, 1.56692, -4.42562], [2.30210, 1.19492, 0.94638], [-1.24090, 2.07592, 0.67838], [0.15410, -0.08908, -0.27462], [-2.30690, -1.37508, 0.33238], [1.06510, -2.11408, -2.08762], [-1.25990, 0.81192, -2.17862], [-0.59790, 2.99292, 1.60238], [-1.11690, 4.42392, 1.29638], [-1.21690, 2.42292, 2.93338], [-2.64390, -1.24208, 1.70638], [3.88110, -0.27408, 1.37138], [-2.97490, -2.64008, 2.30038], [0.76810, -3.39808, -1.54862], [1.35710, -3.42808, -0.19662], [0.99410, -4.59908, -2.53962], [1.06610, 1.55192, -3.18262], [-0.44290, 1.42892, -3.35962], [-2.24590, -0.17908, -2.53662], [-3.76590, -0.22508, 1.78438], [3.54010, 0.92392, 0.49538], [4.28610, 2.26692, 0.60938], [-0.70190, 1.33492, 0.43938], [4.11010, 2.98492, 0.07838], [-1.69990, 1.62992, -1.72462], [-0.84790, 3.01292, 3.73238], [-0.64490, 5.04492, 2.02438], [1.05510, -2.39908, 0.12738], [1.25710, 1.97792, -2.25662], [0.97110, -4.26208, 0.52338], [-3.70090, 0.02792, 2.85538], [-0.63690, 0.42292, -1.13562], [-2.03090, -0.87208, 2.27838], [-2.32090, 2.62292, 2.69738], [1.53210, 2.07792, -4.08762], [3.97510, -0.20508, 2.49738], [-0.01590, -4.44308, -3.13962], [3.19510, -1.05308, 1.16038], [-1.49790, -0.79708, 0.19038], [5.42210, 2.19892, 0.50038], [-3.63490, -3.01408, 1.67538], [0.48810, 3.17492, 1.43738], [-1.73890, -1.27608, -2.49362], [-3.48790, 0.62792, 1.16338], [0.70710, -1.38008, -1.55162], [-3.64190, -2.73908, 3.18238], [1.17410, -5.44108, -1.85762], [0.82010, -0.75008, -0.13762], [2.45910, -3.52008, -0.22062], [-2.18990, -3.34908, 2.20338], [1.95010, -4.43208, -2.81462], [-0.72490, 4.91192, 0.38038], [3.67410, 0.65492, -0.52662], [-4.73690, -0.42108, 1.33638], [-0.36190, -3.39608, -1.24062], [-3.09590, -0.08008, -1.89462], [-0.87690, 1.25492, 3.00638], [4.80110, -0.58508, 1.20038], [-2.62790, -0.23508, -3.65962], [-2.15990, 4.61492, 1.43638], [1.48510, 0.63892, 0.34838], [1.48210, 0.66392, -2.99662], [4.20210, 2.67492, 1.53638]],
  "atomic_forces_ev_per_a": [[0.226, 0.126, 1.759], [-7.085, -0.567, -2.622], [-0.206, 1.425, -1.214], [-0.570, 1.198, 0.331], [2.006, 0.497, 0.015], [0.400, -0.011, -1.387], [1.131, 2.118, 0.571], [-1.687, 0.260, -0.558], [1.044, -0.073, 0.057], [0.808, -1.128, -2.172], [-7.737, -4.306, -5.002], [-0.619, 1.504, 1.891], [0.531, 2.007, 1.468], [-3.553, -0.275, 0.843], [0.869, -0.748, 2.036], [-4.207, 2.249, 2.835], [-2.256, 3.369, -2.359], [0.162, -1.676, -1.448], [0.102, -3.863, -3.145], [0.307, 0.450, 0.379], [1.750, 0.734, 1.575], [5.398, -8.651, 4.501], [1.073, -0.593, 0.509], [-3.095, 7.292, -6.965], [-0.141, -0.197, -0.329], [0.054, 0.242, 1.296], [0.394, 0.546, 1.000], [0.586, -1.340, 0.967], [0.481, 1.780, 1.691], [0.408, 1.633, -1.353], [-1.191, 0.524, -0.354], [0.959, -0.688, -1.969], [7.639, 3.933, 5.075], [1.464, -0.884, 0.993], [-0.776, -0.751, 1.572], [-0.948, 0.921, -1.073], [2.900, -1.440, 0.301], [-0.727, -0.780, -0.275], [-0.996, -1.169, 0.195], [-1.143, -0.524, 0.041], [-3.318, -1.884, -3.785], [-0.412, -1.422, 0.517], [-1.200, 2.566, 0.548], [0.601, 0.302, 0.467], [-0.153, -0.897, -0.486], [1.313, 0.662, 0.349], [-1.261, -0.371, -0.477], [0.044, -0.693, 0.117], [-0.318, 0.266, 0.106], [1.133, -0.312, 0.692], [2.831, 0.640, -2.759], [-0.465, -0.901, -0.001], [-0.491, -0.685, -1.209], [-0.286, -0.922, 0.676], [1.378, -0.084, -1.061], [-0.306, -0.349, 0.423], [-1.176, 2.994, 0.056], [4.509, -2.017, -1.447], [0.942, 1.090, 2.261], [-0.848, -0.304, -0.278], [2.874, 2.571, 2.392], [1.388, -4.106, -0.020], [-0.534, 0.713, 3.242]],
  "energy_ev": -29986.30747,
  "multiplicity": 1,
  "e_lumo_ha": 0.01498,
  "orbital_gap_ev": 9.64
}